# C17H15CrF5N3O4S

A structure of composition C17H15CrF5N3O4S in a non-equilibrium geometry (ωB97M-V/def2-TZVPD, the OMol25 dataset).

Geometry as XYZ:
```
46
Properties=species:S:1:pos:R:3:mulliken_charge:R:1
Cr 0.658 -0.974 -0.065 0.044
O -2.240 -3.347 1.311 -0.690
C -1.235 -2.682 1.174 0.150
O -0.579 -2.481 0.072 -0.191
C -0.575 -1.977 2.331 0.323
C -0.863 -2.208 3.655 -0.820
C -0.054 -1.604 4.613 -0.243
C 1.020 -0.839 4.203 -0.775
C 1.240 -0.656 2.839 0.398
N 0.427 -1.180 1.921 0.322
C 1.912 0.534 0.516 1.769
O 3.178 2.735 0.157 -0.516
O 2.387 -0.231 -0.452 -0.859
H -1.693 -2.854 3.904 0.504
H -0.250 -1.751 5.667 0.424
H 1.692 -0.375 4.911 0.425
F 0.280 5.933 -0.272 -0.292
C 0.851 4.744 -0.091 0.589
C 0.551 3.706 -1.047 0.373
F -0.248 4.027 -2.068 -0.298
C 1.006 2.460 -0.896 -0.756
F 0.672 1.547 -1.814 -0.265
C 1.900 2.040 0.202 -0.208
S 2.602 0.221 2.210 -0.354
C 2.288 3.182 1.113 0.805
F 2.669 3.002 2.387 -0.257
C 1.641 4.498 0.952 0.122
F 1.844 5.407 1.902 -0.284
N -1.671 -0.285 -0.175 -0.399
C -2.466 -0.810 -1.314 -0.530
C -1.880 -0.400 -2.675 -0.185
C -1.314 -1.548 -3.521 -1.070
C -0.230 -2.391 -2.842 -0.564
N 0.795 -1.537 -2.185 -0.343
H -2.154 -0.514 0.689 0.243
H -1.644 0.726 -0.231 0.217
H -3.503 -0.472 -1.244 0.454
H -2.473 -1.892 -1.214 0.374
H -1.092 0.330 -2.517 -0.011
H -2.650 0.100 -3.264 0.356
H -0.906 -1.114 -4.440 0.403
H -2.123 -2.220 -3.816 0.365
H 0.235 -3.026 -3.600 0.422
H -0.668 -3.036 -2.088 0.246
H 0.994 -0.738 -2.778 0.206
H 1.669 -2.052 -2.120 0.380
```

Values from the calculation:
Calculated total energy   -83374.926 eV
Strongest force on any atom   0.0223 hartree/bohr
Frontier orbital gap (alpha / beta)   8.425 / 7.766 eV
Relative energy (zero: lowest compared OMol25 entry of this formula, charge and spin)   98.6 kcal/mol
2S+1   2
Lowest unoccupied orbital energy (alpha / beta)   0.04 / 0.08 eV
⟨S²⟩   0.84
Highest occupied orbital energy (alpha / beta)   -8.4 / -7.7 eV